Entry from OMol25: a cluster of 3 separate species, C25H60BIN4O7PS in total at a distorted geometry (ωB97M-V/def2-TZVPD).

```
100
Properties=species:S:1:pos:R:3:forces:R:3:mulliken_charge:R:1
C 4.06043 1.46709 -2.16777 0.105 -0.181 0.132 -1.3679
C 3.93035 0.34116 -3.19844 -0.024 0.303 0.013 0.3920
C 2.77640 0.59047 -4.18919 -0.048 0.008 0.387 -1.9778
I 3.37125 0.34874 -6.24642 0.063 -0.034 -0.107 0.1034
C 1.43658 -0.13351 -3.96745 -0.163 -0.078 -0.196 -0.0478
C 0.63432 0.42488 -2.78225 0.312 -0.037 0.212 -2.1446
C 0.22735 -0.75565 -1.87885 -0.060 0.025 -0.317 -0.6540
B 1.20304 -0.61170 -0.60675 -0.136 0.050 -0.173 0.0435
O 2.47638 -1.13975 -0.71735 -0.183 -0.021 -0.257 -0.8597
N 0.78951 0.26305 0.41152 0.262 -1.320 0.774 0.5743
C -0.58051 0.18294 0.94747 -0.058 0.869 -0.394 -0.5816
C 1.77232 0.51871 1.47860 -0.019 0.478 -0.103 -1.1117
N 0.35638 -2.02917 -2.76907 0.423 0.476 0.431 0.4641
P 0.55792 -3.53352 -1.76843 -0.031 -0.053 0.038 0.6627
O 0.06492 -4.71642 -2.44552 -0.160 -0.071 -0.011 -0.7987
O 2.08687 -3.64691 -1.37201 -0.233 -0.209 0.259 -0.5579
O -0.19664 -3.03812 -0.46406 0.565 -0.105 -0.295 -0.3479
S -1.30426 -2.37801 -3.63082 -0.138 -0.285 0.002 1.2181
C -1.82384 -0.83391 -4.28598 -0.040 0.122 0.044 -0.8456
O -2.15830 -2.72427 -2.54910 0.029 0.094 0.084 -0.5027
O -0.98111 -3.25152 -4.69555 0.025 0.010 -0.050 -0.5431
C 1.39966 -1.69010 -3.88774 -0.089 -0.025 -0.644 1.3415
C 2.68926 -2.50076 -3.92354 0.203 0.197 0.133 -2.3177
C 2.48912 -3.87917 -4.56545 0.175 -0.001 -0.005 0.6327
C 3.73032 -4.75581 -4.41330 -0.087 -0.086 0.027 -1.6841
O 2.12656 -3.70958 -5.92993 -0.183 0.080 0.051 -0.5929
H 4.30315 2.41831 -2.64432 -0.099 0.000 0.017 0.4076
H 4.86602 1.22967 -1.47022 0.027 0.042 -0.063 0.4168
H 3.16301 1.58453 -1.55752 -0.032 0.080 -0.078 0.0897
H 4.86894 0.29889 -3.75037 -0.020 -0.172 0.040 0.5985
H 3.79672 -0.59764 -2.67026 0.033 -0.020 -0.078 -0.3483
H 2.54427 1.65546 -4.14633 -0.049 -0.032 -0.178 1.0521
H 0.85963 0.10672 -4.86199 0.043 0.021 0.023 0.4209
H 1.26232 1.10984 -2.21225 -0.138 0.035 0.019 0.8803
H -0.21176 1.01404 -3.13009 -0.006 -0.021 0.038 0.4968
H -0.81624 -0.72496 -1.56921 0.019 0.048 -0.002 1.4125
H 2.74235 -1.77182 -0.04200 0.144 0.342 0.125 0.2842
H -0.52118 0.05240 2.02540 -0.122 -0.200 0.037 0.4412
H -1.15326 -0.62703 0.50221 0.015 -0.109 0.107 -0.3324
H -1.11649 1.12026 0.76802 -0.026 -0.054 0.072 0.2678
H 2.73921 0.77185 1.04619 -0.017 -0.062 0.001 0.2814
H 1.44370 1.37258 2.07446 0.031 -0.028 0.003 0.2094
H 1.89305 -0.34317 2.14380 -0.049 0.024 -0.007 0.3826
H 2.34371 -4.58136 -1.45439 0.120 0.070 -0.198 0.4554
H -0.21660 -3.76525 0.18103 -0.292 0.162 0.094 0.4075
H -1.91283 -0.08149 -3.50958 -0.016 -0.058 0.006 0.2374
H -1.19198 -0.52839 -5.11504 -0.030 -0.042 0.007 0.2855
H -2.82457 -1.10353 -4.63591 0.061 0.084 -0.112 0.5480
H 0.91286 -1.99839 -4.81516 -0.098 -0.233 0.165 0.7188
H 3.22314 -2.53670 -2.97815 -0.175 -0.062 -0.014 0.5083
H 3.34500 -1.94664 -4.60181 0.009 -0.008 0.043 0.6172
H 1.63435 -4.39906 -4.12759 0.013 0.066 -0.044 0.1335
H 4.22034 -4.59971 -3.44856 0.021 0.024 -0.040 0.3620
H 3.46367 -5.81060 -4.48187 0.024 0.035 -0.121 0.3892
H 4.44625 -4.54170 -5.20883 0.048 0.068 0.099 0.3836
H 2.74986 -3.10178 -6.34978 0.053 -0.141 -0.004 0.4051
C 2.65325 5.68537 2.95956 0.011 -0.011 -0.034 -1.4274
C 1.26251 5.33492 2.45439 -0.010 0.028 0.022 -0.3774
N 0.62889 4.27907 3.22861 0.035 -0.031 0.002 0.4699
C -0.54260 3.71298 2.58946 -0.021 -0.161 -0.085 -0.4948
C -1.76584 4.60676 2.36051 -0.009 -0.013 0.012 -1.4524
C 0.52044 4.52717 4.66075 0.026 -0.001 0.080 -0.7041
C -0.20684 5.79732 5.11159 -0.017 -0.024 0.029 -0.9886
H 3.27000 4.78889 3.04105 -0.004 0.000 0.014 0.3086
H 3.13635 6.37448 2.26625 -0.001 0.002 0.006 0.4398
H 2.62539 6.17200 3.93463 -0.005 -0.005 0.003 0.2888
H 1.33822 4.97182 1.42461 -0.013 -0.002 -0.002 0.4363
H 0.65893 6.25438 2.41070 -0.006 -0.007 -0.003 0.2816
H -0.84708 2.83602 3.17149 -0.002 0.025 0.022 0.4000
H -0.21125 3.32796 1.61608 -0.013 0.048 -0.018 0.1382
H -2.29150 4.82646 3.28845 0.026 0.029 0.000 0.2796
H -2.47278 4.09985 1.69959 0.005 0.001 0.003 0.4550
H -1.49305 5.55122 1.88852 0.001 -0.001 0.000 0.2888
H 1.53121 4.54653 5.07428 0.015 0.010 -0.039 0.4257
H 0.04107 3.65137 5.10602 -0.025 0.009 -0.021 0.3509
H 0.14891 6.67762 4.57431 0.012 0.001 0.009 0.2552
H -0.01955 5.96645 6.17313 -0.007 -0.002 -0.002 0.3850
H -1.28551 5.73226 4.97723 0.010 0.017 -0.042 0.2534
C -3.16382 -2.71391 0.85778 -0.098 0.021 0.096 -1.1145
C -4.09193 -1.77336 1.61577 0.029 -0.020 0.031 -0.2113
N -4.54579 -2.31486 2.88290 0.026 0.072 -0.021 0.1043
C -5.67312 -1.59086 3.45105 -0.097 -0.017 -0.004 -0.7108
C -5.45213 -0.13562 3.87646 -0.013 -0.008 0.021 -0.9439
C -3.51387 -2.72562 3.82092 0.033 -0.082 -0.025 -0.7910
C -2.48261 -1.68046 4.25732 -0.003 -0.051 0.104 -0.4645
H -3.61384 -3.70396 0.77346 0.020 -0.015 0.008 0.4519
H -2.97924 -2.33798 -0.14937 0.011 0.004 0.021 0.2786
H -2.20078 -2.81148 1.36489 0.008 -0.012 0.022 0.1052
H -4.98602 -1.60297 1.01028 0.004 0.025 -0.003 0.4641
H -3.59764 -0.78961 1.71271 -0.002 -0.012 0.020 0.0456
H -6.03938 -2.16491 4.30540 0.026 -0.003 0.008 0.3809
H -6.47572 -1.61687 2.70809 0.023 0.007 -0.025 0.4057
H -4.84514 -0.05712 4.77765 0.018 -0.001 -0.022 0.2271
H -6.41442 0.33091 4.09244 0.000 0.002 0.000 0.4047
H -4.97424 0.44980 3.08858 -0.008 -0.007 0.002 0.2440
H -2.97879 -3.57414 3.38498 -0.003 0.010 -0.038 0.3260
H -4.01796 -3.12665 4.70249 -0.024 0.018 -0.004 0.3977
H -2.06938 -1.15224 3.39957 0.058 0.063 -0.099 -0.1738
H -1.65586 -2.17288 4.77396 -0.008 0.007 -0.001 0.3935
H -2.89843 -0.94060 4.93893 -0.009 0.020 -0.043 0.2595
```
Positions in Å, forces in eV/Å.

Results
HOMO-LUMO gap = 7.32 eV
HOMO level = -10.0 eV
Total energy = -2796.21526 Eh
Charge = +1